--- w ---
Below is one molecule with the formula C9H12N4O, with properties calculated with wB97M-V/def2-TZVPD.

Computed properties:
LUMO in eV: 0.7197
E_HOMO in eV: -9.378
SMILES string: CO[C@@]1(n2ccnn2)N=CCC=C1C

The geometry in ORCA input format:
```
! RIJCOSX wB97M-V def2-TZVPD def2/J DEFGRID3
* xyz 0 1
O -0.55 -1.54 -0.81
N -2.46 1.18 0.39
N -1.90 -0.05 0.21
N -3.65 1.02 0.73
N 0.17 -0.61 1.25
C 0.36 1.79 1.58
C 0.80 1.82 0.19
C -4.00 -0.29 0.85
C 0.37 0.81 -0.59
C 0.66 0.78 -2.06
C 0.43 -2.56 -0.85
C -0.49 -0.33 0.00
C 0.51 0.38 2.00
C -2.89 -0.97 0.48
H 1.31 2.73 0.02
H 1.54 1.38 -2.38
H -0.04 -3.22 -1.71
H 0.44 -3.03 0.13
H -4.98 -0.79 0.91
H 0.99 0.06 2.98
H -0.02 1.28 -2.80
H -0.77 1.87 1.66
H 0.71 -0.29 -2.44
H 1.01 2.30 2.19
H -2.55 -1.98 0.28
H 1.57 -2.35 -1.06
*
```

=====

--- x ---
Below is a 2-piece molecular cluster, C9H12N4O overall, with properties calculated with wB97M-V/def2-TZVPD.

Computed properties:
LUMO in eV: -0.4803
E_HOMO in eV: -9.186

The geometry in ORCA input format:
```
! RIJCOSX wB97M-V def2-TZVPD def2/J DEFGRID3
* xyz 0 1
O 0.86 0.01 2.19
N 0.70 -3.30 1.24
N -0.25 0.26 -1.52
N -0.78 1.74 -3.04
N 0.27 -1.52 -0.08
C 0.15 1.03 -2.54
C -0.64 -3.28 0.87
C -1.91 1.43 -2.32
C -0.90 -2.26 0.05
C -1.51 0.64 -1.24
C 0.35 2.18 1.01
C 1.31 0.99 1.28
C 1.16 -2.25 0.63
C 0.74 -0.53 -0.85
H 2.19 -1.90 0.83
H 0.68 2.92 0.33
H 1.24 1.05 -2.75
H 1.39 0.42 0.46
H -0.52 1.67 0.58
H -2.10 0.47 -0.33
H -1.20 -4.19 1.17
H 0.20 2.69 1.97
H 0.96 0.16 3.21
H 2.31 1.43 1.63
H -2.83 2.03 -2.42
H -1.87 -1.91 -0.38
*
```

=====

Stability summary - winner: w; margin: 0.435 eV.

=====

--- w ---
Below is C8H7N3 as an isolated structure, with properties calculated with wB97M-V/def2-TZVPD.

Computed properties:
LUMO in eV: 0.5448
E_HOMO in eV: -8.096

The geometry in ORCA input format:
```
! RIJCOSX wB97M-V def2-TZVPD def2/J DEFGRID3
* xyz 0 1
N -1.36 1.42 -1.20
N 1.19 -0.45 0.73
N -0.29 1.92 0.79
C 0.19 -0.30 -0.07
C 1.81 -1.59 0.88
C 1.39 -2.64 0.17
C -1.61 2.73 -0.77
C -0.50 0.92 -0.18
C 0.36 -2.59 -0.70
C -0.27 -1.38 -0.86
C -1.04 3.03 0.50
H 0.38 1.67 1.68
H 0.11 -3.56 -1.29
H -1.48 -1.25 -1.44
H -2.33 3.42 -1.39
H 2.68 -1.62 1.78
H 1.82 -3.61 0.26
H -1.05 3.89 1.11
*
```

=====

--- x ---
Below is one molecule with the formula C8H7N3, with properties calculated with wB97M-V/def2-TZVPD.

Computed properties:
LUMO in eV: -0.2608
E_HOMO in eV: -9.238
SMILES string: Nc1ccc2nccnc2c1

The geometry in ORCA input format:
```
! RIJCOSX wB97M-V def2-TZVPD def2/J DEFGRID3
* xyz 0 1
N -2.05 1.25 0.17
N -1.62 -1.59 0.13
N 3.23 -0.68 0.06
C 0.74 -1.18 0.01
C 1.83 -0.37 0.04
C 0.35 1.51 -0.07
C 1.52 0.95 -0.03
C -3.08 0.40 0.05
C -2.78 -1.04 -0.12
C -0.77 0.69 0.07
C -0.59 -0.68 0.01
H 3.74 -0.09 0.76
H 0.97 -2.27 -0.03
H -3.61 -1.71 -0.15
H 2.40 1.57 -0.04
H 3.54 -0.14 -0.69
H -4.04 0.79 -0.13
H 0.25 2.58 -0.05
*
```

=====

Stability summary - winner: x; margin: 0.951 eV.

=====

--- w ---
Below is C2H5OP as an isolated structure, with properties calculated with wB97M-V/def2-TZVPD.

Computed properties:
LUMO in eV: -0.2921
E_HOMO in eV: -9.229

The geometry in ORCA input format:
```
! RIJCOSX wB97M-V def2-TZVPD def2/J DEFGRID3
* xyz 0 1
P -0.43 1.32 -0.27
O -0.49 1.33 1.17
C 2.13 -0.03 -0.88
C 1.18 -0.76 -0.73
H 0.37 -1.36 -0.61
H -3.35 -1.43 1.68
H 2.72 0.83 -1.26
H 0.72 2.10 -0.95
H -2.85 -2.00 1.87
*
```

=====

--- x ---
Below is one molecule with the formula C2H5OP, with properties calculated with wB97M-V/def2-TZVPD.

Computed properties:
LUMO in eV: 0.8614
E_HOMO in eV: -8.734
SMILES string: O[C@@H]1CP1

The geometry in ORCA input format:
```
! RIJCOSX wB97M-V def2-TZVPD def2/J DEFGRID3
* xyz 0 1
P 1.58 -0.03 0.20
O -1.13 0.99 0.22
C -0.22 0.29 -0.51
C -0.01 -1.11 -0.08
H 0.18 -1.77 -0.89
H 1.43 0.49 1.67
H -0.20 0.65 -1.63
H -0.66 -1.48 0.83
H -0.96 1.97 0.19
*
```

=====

--- y ---
Below is one molecule with the formula C2H5OP, with properties calculated with wB97M-V/def2-TZVPD.

Computed properties:
LUMO in eV: 0.4758
E_HOMO in eV: -7.000

The geometry in ORCA input format:
```
! RIJCOSX wB97M-V def2-TZVPD def2/J DEFGRID3
* xyz 0 1
P -2.71 0.10 -0.04
O -0.87 -0.30 0.17
C 1.42 0.24 -0.36
C 0.25 0.49 0.29
H 2.26 0.91 -0.24
H 0.07 1.20 1.00
H -0.87 -1.08 -0.38
H 1.73 -0.57 -1.14
H -2.42 0.00 -1.39
*
```

=====

Stability summary - winner: x; margin: 2.100 eV.

=====

--- w ---
Below is one molecule with the formula C4H12N4O2, with properties calculated with wB97M-V/def2-TZVPD.

Computed properties:
LUMO in eV: 0.5439
E_HOMO in eV: -8.982
SMILES string: CC[C@@H](CN)N(N=O)NO

The geometry in ORCA input format:
```
! RIJCOSX wB97M-V def2-TZVPD def2/J DEFGRID3
* xyz 0 1
O 1.82 0.80 1.75
O 2.68 0.19 -1.70
N 1.01 -0.13 -0.26
N 1.89 -0.24 0.79
N -0.76 -2.77 0.66
N 1.49 0.08 -1.54
C -1.12 0.85 -0.76
C -1.11 -1.61 -0.22
C -0.42 -0.28 0.02
C -0.71 2.30 -0.38
H -0.88 0.69 -1.79
H -0.95 -1.85 -1.28
H -1.29 -2.76 1.62
H 1.74 0.46 2.66
H -2.16 0.82 -0.70
H -1.44 3.00 -0.10
H -0.50 0.00 1.13
H -0.31 2.70 -1.24
H 0.25 -2.56 0.72
H -2.21 -1.49 -0.03
H 2.84 -0.36 0.32
H 0.13 2.14 0.32
*
```

=====

--- x ---
Below is a 2-piece molecular cluster, C4H12N4O2 overall, with properties calculated with wB97M-V/def2-TZVPD.

Computed properties:
LUMO in eV: 0.4486
E_HOMO in eV: -6.997

The geometry in ORCA input format:
```
! RIJCOSX wB97M-V def2-TZVPD def2/J DEFGRID3
* xyz 0 1
O -1.02 0.96 1.72
O 1.12 -0.01 -1.66
N -0.91 0.56 -0.60
N 1.30 -1.96 0.46
N -1.50 -0.29 -1.60
N -1.55 -1.20 0.98
C 1.09 -0.69 1.04
C -0.90 0.04 0.91
C 0.66 0.66 -0.75
C 1.18 1.96 -0.23
H 1.60 -1.90 -0.50
H 2.26 1.93 -0.24
H -0.69 -0.69 -2.09
H -2.14 -1.24 1.80
H 1.99 -0.08 1.01
H 0.81 2.17 0.77
H 0.85 2.76 -0.91
H -2.01 0.29 -2.25
H -1.37 1.47 -0.57
H 0.78 -0.76 2.08
H 0.46 -2.53 0.53
H -2.03 -1.47 0.13
*
```

=====

Stability summary - winner: x; margin: 2.438 eV.

=====

--- w ---
Below is one molecule with the formula C2H7O2P, with properties calculated with wB97M-V/def2-TZVPD.

Computed properties:
LUMO in eV: 0.8028
E_HOMO in eV: -8.960
SMILES string: C[P@H](=O)CO

The geometry in ORCA input format:
```
! RIJCOSX wB97M-V def2-TZVPD def2/J DEFGRID3
* xyz 0 1
P 0.73 0.35 -0.38
O 1.87 1.22 0.00
O -1.19 2.45 0.24
C -1.26 1.13 0.37
C 1.10 -1.42 0.03
H -1.61 0.80 1.43
H 1.02 -1.62 1.10
H 0.42 -2.26 -0.38
H 0.49 0.18 -1.76
H -1.70 0.76 -0.52
H -0.48 2.92 0.89
H 2.14 -1.63 -0.23
*
```

=====

--- x ---
Below is one molecule with the formula C2H7O2P, with properties calculated with wB97M-V/def2-TZVPD.

Computed properties:
LUMO in eV: 1.1161
E_HOMO in eV: -9.116
SMILES string: CCOOP

The geometry in ORCA input format:
```
! RIJCOSX wB97M-V def2-TZVPD def2/J DEFGRID3
* xyz 0 1
P 1.68 1.62 -0.07
O 0.13 -0.07 0.99
O 1.40 0.37 0.99
C -0.26 -0.57 -0.25
C -1.69 -1.00 -0.19
H -2.45 -0.18 -0.45
H -0.13 0.41 -0.92
H 1.95 2.64 0.82
H 0.45 -1.29 -0.58
H 2.87 1.15 -0.30
H -2.07 -1.25 0.90
H -1.88 -1.83 -0.94
*
```

=====

--- y ---
Below is one molecule with the formula C2H7O2P, with properties calculated with wB97M-V/def2-TZVPD.

Computed properties:
LUMO in eV: 1.0656
E_HOMO in eV: -9.750
SMILES string: CCOOP

The geometry in ORCA input format:
```
! RIJCOSX wB97M-V def2-TZVPD def2/J DEFGRID3
* xyz 0 1
P -2.34 0.94 0.42
O -0.18 -0.12 0.98
O -1.58 -0.53 0.71
C 1.99 -0.06 0.03
C 0.52 -0.35 -0.30
H 2.41 0.55 -0.74
H 2.03 0.46 0.97
H -2.31 0.72 -1.01
H 0.45 -1.36 -0.44
H -3.72 0.42 0.43
H 2.60 -1.01 0.06
H 0.12 0.36 -1.10
*
```

=====

Stability summary - winner: w; margin: 2.207 eV.

=====

--- w ---
Below is C10H17ClINOPZr as an isolated structure, with properties calculated with wB97M-V/def2-TZVPD.

Computed properties:
LUMO in eV: -14.0326
E_HOMO in eV: -17.734

The geometry in ORCA input format:
```
! RIJCOSX wB97M-V def2-TZVPD def2/J DEFGRID3
* xyz 3 1
I -2.50 -2.07 -0.45
Zr 1.61 0.77 -0.19
Cl 0.87 2.66 0.94
P -0.70 1.47 -2.24
O -1.23 -3.98 4.17
N 1.61 -0.88 1.28
C -2.41 1.30 -2.89
C 0.12 1.24 -3.87
C 2.26 -1.88 3.80
C -0.58 3.25 -1.96
C 1.24 -2.18 1.64
C -2.39 -0.63 0.99
C 2.35 -0.13 2.20
C 1.53 -2.67 2.90
C -1.29 -2.96 3.65
C 2.72 -0.63 3.44
H 0.04 0.19 -4.19
H -0.99 3.67 -2.86
H 3.35 -0.01 4.07
H 0.68 -2.79 0.92
H -1.51 -0.62 1.67
H -0.50 1.90 -4.49
H -2.29 0.23 0.38
H 1.17 1.56 -3.82
H 1.31 -3.71 3.17
H -2.53 0.35 -3.42
H 0.46 3.57 -1.84
H 2.69 0.89 1.88
H -1.14 3.53 -1.07
H -3.41 -0.56 1.48
H -3.13 1.37 -2.07
H 2.56 -2.31 4.75
H -2.54 2.14 -3.60
*
```

=====

--- x ---
Below is C10H17ClINOPZr as an isolated structure, with properties calculated with wB97M-V/def2-TZVPD.

Computed properties:
LUMO (alpha / beta) in eV: -15.6321 / -15.6343
E_HOMO (alpha / beta) in eV: -20.175 / -20.175

The geometry in ORCA input format:
```
! RIJCOSX wB97M-V def2-TZVPD def2/J DEFGRID3
* xyz 3 1
I -2.72 -0.24 0.46
Zr 0.22 -0.56 0.64
Cl 1.45 -2.56 0.87
P -0.78 -1.55 -1.74
O -1.33 2.47 -1.03
N 0.64 0.95 2.22
C 1.49 2.68 4.24
C 0.43 -2.05 -3.01
C -1.69 -3.10 -1.49
C 2.38 1.78 3.66
C 1.02 0.59 -1.13
C 1.94 0.92 2.66
C -0.21 1.90 2.73
C 0.18 2.74 3.76
C -1.93 -0.61 -2.81
C -0.94 1.64 -0.32
H 1.37 1.56 -0.71
H 1.81 3.33 5.05
H 2.58 0.19 2.17
H 3.42 1.71 3.98
H -1.20 1.92 2.27
H -1.74 -3.62 -2.46
H -0.55 3.43 4.18
H -1.47 0.31 -3.18
H -2.70 -2.90 -1.11
H -0.09 -2.71 -3.72
H -2.20 -1.26 -3.65
H -1.15 -3.72 -0.77
H 0.83 -1.17 -3.54
H 0.58 0.82 -2.10
H 1.26 -2.60 -2.54
H 1.96 0.04 -1.33
H -2.85 -0.34 -2.25
*
```

=====

Stability summary - winner: x; margin: 1.025 eV.

=====

--- w ---
Below is a 2-piece molecular cluster, CH4F2N2 overall, with properties calculated with wB97M-V/def2-TZVPD.

Computed properties:
LUMO in eV: 1.0933
E_HOMO in eV: -7.692

The geometry in ORCA input format:
```
! RIJCOSX wB97M-V def2-TZVPD def2/J DEFGRID3
* xyz 0 1
F 1.78 -1.19 0.10
F 1.91 1.01 0.38
N -0.90 -0.32 0.57
N -0.40 0.07 -0.60
C 1.68 0.01 -0.47
H -1.05 -1.30 0.90
H -0.71 0.33 1.33
H -0.16 1.07 -0.63
H 2.08 0.04 -1.43
*
```

=====

--- x ---
Below is a 2-piece molecular cluster, CH4F2N2 overall, with properties calculated with wB97M-V/def2-TZVPD.

Computed properties:
LUMO in eV: 0.4039
E_HOMO in eV: -9.783

The geometry in ORCA input format:
```
! RIJCOSX wB97M-V def2-TZVPD def2/J DEFGRID3
* xyz 0 1
F 0.65 1.60 1.30
F 1.93 -0.85 0.15
N 0.54 0.50 -0.97
N -0.21 -0.95 0.78
C 0.79 -0.26 0.15
H -0.40 1.03 -0.72
H 0.12 -0.98 1.72
H 1.15 1.19 -1.25
H -1.05 -0.41 0.69
*
```

=====

Stability summary - winner: x; margin: 2.044 eV.

=====

--- w ---
Below is one molecule with the formula C19H22N2O5, with properties calculated with wB97M-V/def2-TZVPD.

Computed properties:
LUMO in eV: 0.7071
E_HOMO in eV: -8.237
SMILES string: COc1ccc(C/C(N)=N/OC(=O)Cc2ccc(OC)c(OC)c2)cc1

The geometry in ORCA input format:
```
! RIJCOSX wB97M-V def2-TZVPD def2/J DEFGRID3
* xyz 0 1
O -4.03 2.20 -4.47
O 3.67 -0.23 -0.58
O -1.02 -2.28 -0.21
O 4.69 0.47 2.02
O -1.17 -1.91 2.01
N -0.85 0.55 0.78
N -2.27 -1.03 1.82
C 3.25 -0.79 0.59
C 0.53 -3.34 1.32
C -0.65 -2.48 0.92
C -3.43 1.27 -0.46
C -4.00 2.81 -2.22
C -3.23 0.96 1.00
C 3.15 -1.14 2.96
C -3.81 1.82 -3.18
C -3.25 0.28 -1.42
C -2.04 0.07 1.21
C 3.71 -0.48 1.88
C 5.19 0.76 3.30
C 2.24 -1.73 0.45
C -3.43 0.55 -2.77
C 4.89 0.46 -0.67
C 2.14 -2.08 2.80
C -3.80 2.54 -0.88
C -3.87 1.23 -5.49
C 1.67 -2.38 1.53
H 0.31 -3.88 2.23
H -2.94 -0.71 -1.12
H -0.04 -0.05 0.73
H 4.85 1.43 -0.16
H -4.09 1.75 -6.42
H -0.87 1.32 0.13
H 1.71 -2.56 3.67
H 4.41 1.17 3.95
H -3.28 -0.25 -3.48
H -4.11 0.45 1.40
H 0.74 -4.03 0.50
H -4.29 3.80 -2.55
H -3.95 3.32 -0.15
H 5.72 -0.13 -0.26
H -2.84 0.85 -5.52
H -4.56 0.39 -5.36
H 1.89 -1.94 -0.56
H 3.48 -0.93 3.96
H 5.05 0.62 -1.74
H 5.96 1.51 3.15
H 5.63 -0.12 3.77
H -3.08 1.89 1.56
*
```

=====

--- x ---
Below is one molecule with the formula C19H22N2O5, with properties calculated with wB97M-V/def2-TZVPD.

Computed properties:
LUMO in eV: 0.6876
E_HOMO in eV: -7.912
SMILES string: COc1ccc(C/C(N)=N/OC(=O)Cc2ccc(OC)c(OC)c2)cc1

The geometry in ORCA input format:
```
! RIJCOSX wB97M-V def2-TZVPD def2/J DEFGRID3
* xyz 0 1
O 1.18 -0.07 -0.37
O 2.87 -1.15 0.67
O -0.99 -6.29 -0.99
O 1.11 -6.01 0.51
O -0.58 7.59 0.38
N -1.10 1.31 -0.14
N 0.95 0.68 0.82
C -0.15 1.33 0.82
C 0.64 4.30 1.22
C 2.18 -0.95 -0.29
C -0.63 6.30 0.79
C 2.28 -1.71 -1.61
C 0.58 5.62 0.81
C 1.39 -2.92 -1.49
C -1.77 8.34 0.36
C -0.26 -5.16 -1.20
C -0.56 -4.18 -2.13
C 1.69 -3.90 -0.55
C -1.71 4.31 1.60
C -2.14 -6.50 -1.77
C 0.25 -3.06 -2.27
C -1.79 5.63 1.19
C -0.50 3.63 1.62
C 0.89 -5.01 -0.39
C -0.42 2.18 2.03
C 2.21 -5.90 1.37
H 2.17 -6.77 2.01
H 1.47 6.15 0.50
H -1.36 1.86 2.49
H 1.96 -1.07 -2.43
H 0.00 -2.31 -3.00
H 3.32 -2.01 -1.75
H -1.43 -4.27 -2.76
H -0.88 0.87 -1.02
H -1.49 9.34 0.02
H -2.51 7.92 -0.33
H -1.90 -6.56 -2.83
H 2.57 -3.76 0.06
H -2.75 6.13 1.19
H 2.16 -4.99 1.98
H 3.16 -5.90 0.81
H -2.62 3.81 1.91
H 0.39 2.03 2.74
H -2.55 -7.45 -1.43
H -2.88 -5.71 -1.61
H 1.59 3.78 1.23
H -2.21 8.42 1.36
H -1.81 2.03 -0.14
*
```

=====

Stability summary - winner: x; margin: 0.110 eV.